No. 1
The following is a DFT calculation (wB97M-V/def2-TZVPD) of C4H9NO in the gas phase at a distorted geometry.

Each line ends with the natural charge from an NBO analysis.
Geometry (Å):
C 1.17068 0.65946 0.63391  -0.42
N 0.45995 0.19890 -0.52945  -0.48
C 0.79926 -1.15739 -0.93050  -0.40
C -0.90375 0.62884 -0.68125  -0.09
C -1.79554 0.32309 0.23805  0.04
O -1.51636 -0.43996 1.38277  -0.68
H 1.06613 -0.00223 1.50952  0.17
H 0.83673 1.62979 0.99886  0.20
H 2.25223 0.71913 0.47257  0.20
H -0.01019 -1.56947 -1.51259  0.21
H 1.73363 -1.12959 -1.48675  0.19
H 0.91587 -1.77090 -0.03363  0.18
H -1.10164 0.90236 -1.71392  0.21
H -1.04737 0.45266 1.46989  0.49
H -2.85962 0.55532 0.18253  0.19

## Properties
E_LUMO: 0.9 eV
Strongest force on any atom: 3.83 eV/A
SMILES: CN(C)/C=C\O
Total energy: -287.69214 a.u.
Gap between HOMO and LUMO: 9.153 eV
Highest occupied orbital energy: -8.2 eV

---

No. 2
The following is a DFT calculation (wB97M-V/def2-TZVPD) of a 2-piece molecular cluster, C5H10N2O overall at a distorted geometry.

Each line ends with the natural charge from an NBO analysis.
Geometry (Å):
C 1.92025 -0.61371 -1.40386  -0.12
C 2.89436 -0.51887 -0.37737  0.36
O 2.74958 -1.69788 0.19063  -0.67
N 3.94021 0.20109 -0.52488  -0.63
H 3.77909 1.03810 -1.08193  0.35
H 1.78774 -2.07155 -0.24695  0.53
H 1.44802 0.34664 -1.63674  0.11
C -2.09295 0.06872 0.78886  -0.48
C -2.42967 1.44318 0.19593  -0.60
C -0.62854 -0.23070 0.67248  0.19
N -0.09044 -1.28667 0.22733  -0.64
H -0.72202 -1.91311 -0.27240  0.35
H 0.02147 0.49948 1.16149  0.17
H -2.35859 0.05816 1.85210  0.23
H -2.65826 -0.71784 0.28162  0.21
H -3.48857 1.67139 0.31870  0.22
H -1.89576 2.23814 0.71923  0.21
H -2.17591 1.48541 -0.86423  0.21

## Properties
E_LUMO (spin up / spin down): -0.6 / -0.6 eV
Strongest force on any atom: 4.21 eV/A
Total energy: -381.05639 a.u.
Gap between HOMO and LUMO (spin up / spin down): 8.257 / 8.257 eV
Highest occupied orbital energy (spin up / spin down): -8.9 / -8.9 eV

---

No. 3
The following is a DFT calculation (wB97M-V/def2-TZVPD) of C25H14BrN4O10SW as an isolated structure.

Each line ends with the natural charge from an NBO analysis.
Geometry (Å):
W -0.38866 0.50193 0.43260  1.65
O -0.53178 -3.05164 2.67038  -0.63
C -0.33746 -2.14774 1.88195  0.76
O -1.09220 -1.13069 1.64734  -0.71
C 0.87715 -2.19636 0.97472  0.13
C 1.75419 -3.25806 0.85054  -0.20
C 2.69287 -3.21440 -0.17143  -0.16
C 2.71523 -2.15138 -1.06321  -0.21
C 1.81796 -1.11790 -0.86902  0.12
N 0.98064 -1.14735 0.16305  -0.42
C 1.64156 0.09355 -1.77418  0.76
O 2.36669 0.21191 -2.74328  -0.63
O 0.71393 0.89662 -1.38435  -0.72
H 1.65138 -4.09492 1.52585  0.25
H 3.38727 -4.03591 -0.29604  0.21
H 3.38634 -2.10350 -1.90863  0.25
S -0.57839 1.30752 2.84003  -0.03
C 1.07878 1.56440 2.59201  0.09
C 1.97926 2.21925 3.44945  -0.27
C 3.27963 2.36648 3.05218  -0.15
C 3.68457 1.88797 1.79880  -0.28
C 2.75159 1.27756 1.00213  0.08
N 1.48288 1.08645 1.40315  -0.51
H 1.62012 2.60041 4.39490  0.22
H 3.98799 2.86906 3.69930  0.21
H 4.69537 2.01469 1.44106  0.22
H 3.01586 0.92863 0.01616  0.21
Br -2.80148 3.51574 1.54223  0.12
C -3.44374 1.92524 0.75625  0.17
C -4.83261 1.87682 0.69279  -0.26
C -5.46649 0.77377 0.16586  -0.16
C -4.68365 -0.25482 -0.32118  -0.20
C -3.31295 -0.12920 -0.24631  0.10
N -2.66031 0.93202 0.30785  -0.47
C -2.45517 -1.16844 -0.90521  0.76
O -2.95527 -2.14154 -1.43035  -0.63
O -1.20289 -0.85744 -0.90966  -0.71
H -5.38876 2.72101 1.07021  0.23
H -6.54666 0.72849 0.12583  0.22
H -5.07529 -1.15064 -0.77853  0.25
O 1.33854 3.99587 0.22099  -0.63
C 0.30223 3.53050 -0.21702  0.80
O -0.35539 2.54422 0.29467  -0.77
C -0.41376 4.21270 -1.35895  -0.03
C -1.36666 3.51969 -2.09616  -0.18
C -2.02407 4.14329 -3.14449  -0.19
C -1.70338 5.46274 -3.41768  0.01
C -0.75103 6.17756 -2.70723  -0.21
C -0.10002 5.53158 -1.67169  -0.19
N -2.40657 6.14151 -4.52104  0.53
O -2.08761 7.28765 -4.78130  -0.39
O -3.30010 5.53922 -5.08553  -0.39
H -1.57290 2.48455 -1.85587  0.23
H -2.76168 3.62747 -3.73903  0.24
H -0.53619 7.20198 -2.96748  0.24
H 0.66167 6.03239 -1.09025  0.24

## Properties
E_LUMO: 1.6 eV
Strongest force on any atom: 0.79 eV/A
Total energy: -4972.02986 a.u.
Gap between HOMO and LUMO: 5.727 eV
Net charge: -1
Highest occupied orbital energy: -4.1 eV

---

No. 4
The following is a DFT calculation (wB97M-V/def2-TZVPD) of a 5-piece molecular cluster, C29H51NO8 overall at a distorted geometry.

Each line ends with the Mulliken charge.
Geometry (Å):
C -2.14260 -0.24278 -1.32180  -1.18
C -0.94411 -0.86899 -2.02221  0.38
O -0.25437 -1.83277 -1.20973  -0.56
C 0.32330 -1.31030 -0.09753  0.83
C 1.55336 -0.81937 -0.09442  0.20
C 2.40598 -0.81771 -1.35593  2.20
C 3.70974 -0.02227 -1.24313  -2.20
C 2.62906 -2.27979 -1.85605  -0.46
C 3.93150 -2.54435 -2.60670  -1.38
C 2.05270 -0.32006 1.22741  -0.04
O 3.22554 -0.28731 1.48289  -0.60
C 1.06228 0.12004 2.25245  0.87
C 1.51224 1.14477 3.24170  -1.80
C 1.34400 2.55667 2.65019  -0.75
C -0.08229 2.87941 2.18725  0.73
C -0.13374 3.91631 1.05303  -1.21
C -0.27219 3.19492 -0.29224  0.33
N 0.11532 4.01269 -1.44304  -0.73
C -0.14285 -0.41317 2.22038  0.61
O -1.12356 -0.16314 3.11820  -0.73
C -0.50986 -1.38499 1.15038  -0.27
O -1.42034 -2.14810 1.25662  -0.58
H -2.83027 0.15326 -2.07516  0.51
H -1.84906 0.60127 -0.68609  0.05
H -2.66914 -0.98794 -0.72355  0.31
H -1.26039 -1.42475 -2.90712  0.45
H -0.24533 -0.09210 -2.35770  -0.29
H 1.80409 -0.30390 -2.11515  -0.74
H 4.45751 -0.52762 -0.63307  0.40
H 3.54449 0.96487 -0.80351  0.40
H 4.13050 0.12168 -2.24204  0.46
H 1.80469 -2.52626 -2.53086  0.23
H 2.52913 -2.96836 -1.01076  0.34
H 3.99159 -1.94849 -3.52472  0.21
H 4.82453 -2.37305 -2.00299  0.32
H 3.96064 -3.59243 -2.91109  0.50
H 0.98406 1.03935 4.19599  0.38
H 2.57219 0.98281 3.45541  0.42
H 1.64111 3.29359 3.40225  0.46
H 2.02905 2.63869 1.79648  0.39
H -0.68595 3.21309 3.03803  0.38
H -0.56277 1.97126 1.80297  -0.48
H -1.00296 4.56241 1.20258  0.31
H 0.76563 4.54198 1.04691  0.45
H -1.32364 2.91086 -0.42635  0.21
H 0.30334 2.25160 -0.24279  -0.35
H 1.00462 4.46264 -1.24344  0.29
H 0.29062 3.39124 -2.22734  0.34
H -1.21933 0.79189 3.26355  0.38
C -5.33622 2.96138 2.99179  -1.16
C -4.17921 2.16171 3.53333  0.94
O -3.17786 2.70492 3.95439  -0.59
C -4.29843 0.66373 3.51566  -0.95
H -5.10860 4.02283 3.05658  0.36
H -5.52256 2.68577 1.95214  0.29
H -6.24093 2.73216 3.55720  0.30
H -4.41869 0.31161 2.48964  0.15
H -5.15479 0.31540 4.09355  0.37
H -3.38112 0.25396 3.93018  0.33
C -7.89832 -0.93371 1.19858  -1.08
C -8.21331 -0.03358 2.36828  0.79
O -7.35272 0.33136 3.13543  -0.46
C -9.65325 0.38683 2.53049  -1.16
H -6.83670 -1.16863 1.18751  0.24
H -8.47450 -1.85774 1.27164  0.35
H -8.17573 -0.44349 0.26363  0.34
H -10.28844 -0.49270 2.64852  0.34
H -9.98944 0.92139 1.64034  0.34
H -9.75435 1.02887 3.40198  0.30
C 2.33826 0.85145 -5.55832  -1.25
C 2.24992 1.88028 -4.45988  0.94
O 1.27973 1.95559 -3.73924  -0.47
C 3.42350 2.81571 -4.31232  -1.20
H 1.43716 0.24300 -5.56841  0.30
H 2.45835 1.34520 -6.52411  0.43
H 3.20983 0.21271 -5.40073  0.27
H 3.56853 3.37802 -5.23653  0.42
H 4.33531 2.24705 -4.12372  0.31
H 3.24721 3.50450 -3.48949  0.25
C 5.44566 -5.09699 0.21018  -0.66
C 5.98264 -5.66890 -1.08074  0.82
O 5.55153 -5.31922 -2.15410  -0.51
C 7.08350 -6.69523 -0.95910  -1.20
H 4.66308 -4.37257 -0.00407  -0.11
H 5.04205 -5.89524 0.83563  0.37
H 6.24810 -4.61177 0.76879  0.31
H 6.73591 -7.54847 -0.37407  0.33
H 7.94173 -6.26481 -0.44016  0.32
H 7.38516 -7.02968 -1.94863  0.32

## Properties
E_LUMO: -0.4 eV
Strongest force on any atom: 1.14 eV/A
SMILES: CCOC1=C([C@@H](C)CC)C(=O)C(CCCCCN)=C(O)C1=O.CC(C)=O.CC(C)=O.CC(C)=O.CC(C)=O
Total energy: -1792.23415 a.u.
Gap between HOMO and LUMO: 8.518 eV
Highest occupied orbital energy: -8.9 eV